Model 1:
{"formula": "C6H12NO", "method": "ωB97M-V with the def2-TZVPD basis set", "species": ["C", "N", "C", "C", "C", "C", "C", "O", "H", "H", "H", "H", "H", "H", "H", "H", "H", "H", "H", "H"], "positions_angstrom": [[-1.96861, -2.52964, -1.91294], [-2.24555, -1.61925, -0.76921], [-1.43167, -0.44988, -0.77179], [-0.87008, 0.02954, 0.32967], [-0.14145, 1.34680, 0.50103], [1.31867, 1.23411, 0.00815], [2.39623, 1.63250, 1.10524], [2.81467, 0.52769, 1.79464], [-2.77003, -3.26749, -1.96965], [-1.97486, -1.97170, -2.84702], [-1.02887, -3.05087, -1.72858], [-2.05841, -2.18562, 0.04936], [-1.45216, 0.07591, -1.72031], [-0.85083, -0.53680, 1.26160], [-0.70047, 2.08153, -0.08986], [-0.18678, 1.63603, 1.54812], [1.56461, 1.78763, -0.91034], [1.53883, 0.18495, -0.17596], [3.24216, 2.04912, 0.49852], [2.05175, 2.37126, 1.85188]], "smiles": "CN/C=C/CCC[O-]", "charge": -1, "orbital_gap_ev": 5.398}

***

Model 2:
{"formula": "C6H12NO", "method": "ωB97M-V with the def2-TZVPD basis set", "species": ["C", "C", "C", "C", "C", "N", "C", "O", "H", "H", "H", "H", "H", "H", "H", "H", "H", "H", "H", "H"], "positions_angstrom": [[2.25208, -2.13880, -1.51894], [1.35157, -1.48389, -0.79801], [1.97289, -0.08599, -0.42316], [0.81008, 0.72942, 0.20031], [-0.55260, 0.60484, -0.55477], [-1.57345, -0.14181, 0.23057], [-1.79220, 0.56247, 1.56535], [-2.27080, 1.75482, 1.26365], [3.23984, -1.90937, -1.93503], [1.97991, -3.20208, -1.90090], [0.28336, -1.81878, -0.62400], [2.16334, 0.44758, -1.40084], [2.78246, -0.18649, 0.15951], [1.04322, 1.86537, 0.22197], [0.66557, 0.38359, 1.21832], [-1.08752, 1.59136, -0.80373], [-0.40316, -0.01764, -1.43723], [-2.48303, 0.00826, -0.32777], [-2.42629, 0.07307, 2.22343], [-0.82813, 0.59103, 2.05845]], "smiles": "C=CCCCNC[O-]", "charge": -1, "orbital_gap_ev": 5.899}

***

Stability summary - winner: model 1; margin: 0.0395 hartree.

***

Model 1:
{"formula": "C6H11NO2", "method": "ωB97M-V with the def2-TZVPD basis set", "species": ["C", "C", "C", "C", "C", "C", "O", "N", "O", "H", "H", "H", "H", "H", "H", "H", "H", "H", "H", "H"], "positions_angstrom": [[0.17273, -0.42331, 1.48075], [0.47004, -0.51759, 0.00781], [1.93438, -0.53259, -0.33424], [-0.66336, -1.73742, -0.69547], [-0.51651, -0.34487, -1.10810], [-1.40716, 0.85627, -0.62935], [-2.52109, 0.86286, -0.15628], [-0.45255, 1.83372, -0.19793], [-0.91637, 2.80758, 0.69591], [0.63876, 0.46408, 1.90996], [-0.89762, -0.40043, 1.67294], [0.61260, -1.27190, 2.00228], [2.37896, -1.46299, 0.02511], [2.45912, 0.29895, 0.13482], [2.11310, -0.49901, -1.40832], [-0.38122, -2.50766, -1.39792], [-1.44987, -1.99496, -0.00272], [-0.07894, -0.15804, -2.08361], [0.37379, 2.13872, -0.69315], [-1.86880, 2.58858, 0.77749]], "smiles": "CC1(C)C[C@H]1C(=O)NO", "orbital_gap_ev": 9.076}

***

Model 2:
{"formula": "C6H11NO2", "method": "ωB97M-V with the def2-TZVPD basis set", "species": ["C", "C", "C", "O", "C", "C", "N", "C", "O", "H", "H", "H", "H", "H", "H", "H", "H", "H", "H", "H"], "positions_angstrom": [[-0.32477, 1.22036, -1.37951], [-0.55411, 0.41686, 0.12599], [-1.85762, -0.35584, 0.06484], [-0.64756, 1.35662, 1.14532], [0.67527, -0.44705, 0.28986], [0.89723, -1.14259, 1.61070], [1.23682, -1.13486, -0.89621], [1.75431, 0.08786, -0.58444], [2.72301, 0.79199, -0.66278], [0.57824, 1.68348, -1.77290], [-0.74388, 0.54891, -2.12625], [-0.97391, 2.08971, -1.29558], [-2.67015, 0.31259, -0.20901], [-2.05855, -0.78423, 1.04533], [-1.79767, -1.15909, -0.66525], [0.18432, 1.84422, 1.20619], [0.61104, -0.48580, 2.43090], [1.95025, -1.39290, 1.71951], [0.29675, -2.04993, 1.67299], [0.72097, -1.40031, -1.71970]], "smiles": "CC(C)(O)[C@@]1(C)NC1=O", "orbital_gap_ev": 10.098}

***

Stability summary - winner: model 2; margin: 0.0547 hartree.

***

Model 1:
{"formula": "C6H11NO2", "method": "ωB97M-V with the def2-TZVPD basis set", "species": ["C", "N", "C", "C", "C", "O", "C", "C", "O", "H", "H", "H", "H", "H", "H", "H", "H", "H", "H", "H"], "positions_angstrom": [[0.22163, -1.18582, -2.05008], [0.99577, -0.23264, -1.31019], [0.54072, 0.61933, -0.50022], [1.49194, 1.63144, 0.05556], [-0.88653, 0.69641, 0.04994], [-1.87092, 0.64394, -0.93521], [-0.94838, -0.61030, 0.92630], [-0.10358, -0.68129, 2.16337], [-1.75985, -1.45379, 0.60989], [-0.63795, -0.72433, -2.54959], [-0.13630, -1.99286, -1.39914], [0.87918, -1.62292, -2.80642], [1.38246, 2.55320, -0.52400], [1.28948, 1.86240, 1.10179], [2.51398, 1.27290, -0.05202], [-1.00195, 1.59096, 0.67150], [-2.31740, -0.21703, -0.83621], [-0.57327, -1.34927, 2.88407], [0.86669, -1.09778, 1.88946], [0.05430, 0.29746, 2.61121]], "smiles": "C/N=C(/C)[C@@H](O)C(C)=O", "orbital_gap_ev": 9.772}

***

Model 2:
{"formula": "C6H11NO2", "method": "ωB97M-V with the def2-TZVPD basis set", "species": ["C", "C", "O", "C", "C", "N", "C", "O", "C", "H", "H", "H", "H", "H", "H", "H", "H", "H", "H", "H"], "positions_angstrom": [[0.95027, 1.76214, 0.85175], [0.01844, 0.99945, 0.37095], [-1.37831, 1.06903, 0.14269], [-2.08626, 2.08079, 0.81087], [0.51474, -0.73864, -0.02788], [0.63876, -1.43983, 1.00370], [1.04772, -2.81421, 0.85954], [0.75649, -1.10395, -1.26830], [0.24532, -0.42504, -2.39946], [0.69103, 2.74374, 1.33816], [1.90748, 1.34049, 0.99007], [-1.84758, 2.05862, 1.91039], [-3.10869, 1.94374, 0.57534], [-1.90531, 3.08427, 0.42861], [0.06196, -3.34867, 0.89346], [1.43622, -3.24539, 1.86101], [1.77549, -2.94654, 0.07837], [0.26055, -1.23253, -3.19431], [0.82477, 0.40862, -2.91080], [-0.80310, -0.19610, -2.31415]], "smiles": "C=C(OC)/C(=N/C)OC", "orbital_gap_ev": 9.947}

***

Stability summary - winner: model 1; margin: 0.1160 hartree.

***

Model 1:
{"formula": "C6H11NO2", "method": "ωB97M-V with the def2-TZVPD basis set", "species": ["H", "N", "C", "C", "C", "C", "C", "C", "O", "O", "H", "H", "H", "H", "H", "H", "H", "H", "H", "H"], "positions_angstrom": [[1.88114, -2.08939, -0.91061], [0.89999, -1.79022, -0.95382], [0.65818, -0.85420, -0.09869], [1.73838, -0.34341, 0.81451], [-0.95734, -0.58513, 0.14791], [-1.25009, -0.22127, 1.58346], [-1.34586, 0.50201, -0.84198], [-0.09018, 1.30560, -1.12222], [0.39577, 2.12650, -0.34365], [0.25106, 1.30335, -2.43881], [2.66372, -0.19504, 0.25027], [1.51393, 0.59619, 1.31873], [1.92557, -1.05399, 1.62355], [-1.43296, -1.53574, -0.11228], [-0.82752, -0.94987, 2.28098], [-0.86146, 0.78568, 1.79342], [-2.33378, -0.18430, 1.74616], [-2.11393, 1.17891, -0.45380], [-1.69192, 0.05136, -1.77761], [0.97730, 1.95296, -2.50552]], "smiles": "[H]/N=C(\\C)[C@@H](C)CC(=O)O", "orbital_gap_ev": 10.474}

***

Model 2:
{"formula": "C6H11NO2", "method": "ωB97M-V with the def2-TZVPD basis set", "species": ["C", "C", "C", "N", "C", "C", "C", "O", "O", "H", "H", "H", "H", "H", "H", "H", "H", "H", "H", "H"], "positions_angstrom": [[-1.25659, -0.67013, 0.13301], [-2.32578, -0.55179, -0.95391], [-1.55036, 0.20865, 1.35129], [1.06318, -1.11118, 0.15103], [3.24685, -0.08341, 0.47873], [0.16365, -0.34753, -0.41943], [0.35142, 0.67797, -1.31963], [3.04756, 1.22595, 0.33424], [4.19392, -0.63627, 0.93795], [3.82014, 1.70332, 0.68560], [2.28730, -0.75648, 0.00487], [-1.22488, -1.71078, 0.46450], [-0.75634, 0.11487, 2.09312], [-1.62856, 1.25868, 1.05952], [-3.27105, -0.94581, -0.57378], [-2.05636, -1.11556, -1.84872], [-2.49529, 0.48629, -1.24592], [-2.49232, -0.08901, 1.81895], [-0.46580, 1.33402, -1.58131], [1.34933, 1.00819, -1.57010]], "orbital_gap_ev": [6.935, 8.211]}

***

Stability summary - winner: model 1; margin: 0.1409 hartree.